(1)
{"formula": "C3H8FNO4S2", "method": "wB97M-V/def2-TZVPD", "symbols": ["O", "S", "C", "H", "H", "C", "H", "O", "O", "O", "H", "C", "H", "S", "F", "N", "H", "H", "H"], "xyz": [[-0.260, -0.495, -1.206], [-0.170, 0.991, -1.440], [1.463, 1.545, -1.002], [-0.435, -3.749, 0.157], [1.427, -1.208, 0.959], [-0.047, -2.807, 0.546], [1.673, 2.544, -1.447], [0.155, 0.604, 1.286], [-0.472, 1.439, -2.757], [-2.256, 0.979, 1.881], [1.776, -2.577, -0.322], [1.167, -2.254, 0.406], [2.205, 0.752, -1.146], [-1.207, 0.299, 0.796], [-0.957, -2.247, 1.368], [-1.289, 1.666, -0.358], [-2.036, 0.904, 2.830], [-2.125, 2.105, -0.606], [1.387, 1.510, 0.053]], "mulliken_spin": [0.012, -0.004, 0.007, 0.003, -0.022, 0.856, 0.000, 0.005, 0.001, -0.002, 0.021, 1.037, -0.006, 0.024, 0.066, 0.000, 0.000, 0.000, 0.000], "e_lumo_ev": [0.5, -1.6], "gap_ha": [0.20952, 0.31963], "total_charge": 0, "spin_multiplicity": 3, "fmax_ev_per_a": 9.84}



(2)
{"formula": "C8H10N3O2", "method": "wB97M-V/def2-TZVPD", "symbols": ["H", "H", "C", "H", "N", "O", "N", "H", "N", "H", "H", "C", "C", "H", "H", "O", "C", "C", "H", "C", "C", "C", "H"], "xyz": [[-2.640, 0.501, -2.315], [-1.245, -0.178, 2.243], [-2.814, 0.063, 0.999], [-4.364, 0.289, -0.678], [2.795, 1.347, 0.594], [1.280, 1.672, -1.026], [2.551, -1.686, -0.369], [1.028, -0.351, 1.585], [-0.587, 0.163, 0.163], [-0.192, 0.357, -1.809], [2.734, 0.927, 1.503], [1.210, -1.425, -0.452], [1.673, 1.084, -0.061], [3.229, 2.231, 0.382], [-3.404, -0.136, 1.798], [0.369, -1.893, -1.127], [0.787, -0.003, 0.474], [-3.294, 0.221, -0.286], [2.880, -2.514, -0.851], [-2.399, 0.371, -1.340], [-1.477, 0.029, 1.176], [-1.020, 0.326, -1.140], [2.900, -1.395, 0.537]], "lowdin_charge": [0.093, 0.164, -0.017, 0.162, 0.211, 0.107, 0.195, 0.194, -0.013, 0.133, 0.107, -0.418, -0.557, 0.143, 0.095, 0.142, -0.086, 0.020, 0.134, 0.022, 0.000, 0.063, 0.106], "e_lumo_ev": -4.2, "e_above_lowest_kcal_mol": 24.1, "gap_ha": 0.35126, "total_charge": 1, "smiles": "NC(=O)C(C(N)=O)[n+]1ccccc1", "fmax_ev_per_a": 4.66}